# 1
C3H11N2O | wB97M-V/def2-TZVPD

Each line ends with the Löwdin charge.
Cartesian coordinates (Å):
C: -1.819 -0.459 -1.497  -0.056
C: -1.151 -0.201 -0.220  -0.352
C: 0.054 0.321 -0.258  -0.051
N: 0.688 0.924 0.928  0.135
N: -1.827 -0.790 0.924  0.065
H: -2.700 -1.155 -1.437  0.105
H: -2.161 0.451 -1.982  0.092
H: -1.173 -0.991 -2.242  0.111
H: 0.516 0.790 -1.111  0.134
H: 0.165 1.494 1.645  0.190
H: 0.898 0.360 1.776  0.170
H: 1.672 1.369 0.837  0.177
H: -2.018 -1.766 0.903  0.077
H: -2.827 -0.473 0.995  0.119
H: 3.869 0.778 -0.199  0.062
H: 3.617 -0.702 -0.125  0.032
O: 3.201 0.118 -0.021  -0.011

Output
* max |F|: 0.0962 hartree/bohr
* energy above the lowest of the compared OMol25 structures with the same formula, charge and spin: 66.38 kcal/mol
* lowest unoccupied orbital energy: -0.12631 Eh
* total charge: +1
* HOMO level: -13.8410 eV

---

# 2
C3H11N3 | wB97M-V/def2-TZVPD

Each line ends with the Mulliken spin population.
Cartesian coordinates (Å):
C: 2.255 -0.886 0.016  0.001
C: -1.209 1.111 -1.216  -0.007
C: 1.319 -0.330 1.014  -0.008
N: -3.126 -1.027 0.829  0.856
N: -2.688 -0.255 -0.047  0.356
N: -1.525 0.053 -0.327  0.724
H: 3.388 -0.687 0.147  -0.001
H: 2.158 -1.992 0.158  -0.001
H: 1.803 -0.809 -1.119  0.001
H: -0.732 0.664 -2.172  0.047
H: -2.055 1.755 -1.465  -0.003
H: -0.499 1.767 -0.634  0.037
H: 1.178 0.812 1.063  0.000
H: 0.291 -0.664 0.979  0.007
H: 1.619 -0.704 1.984  0.000
H: -2.382 -1.524 1.366  0.002
H: -3.411 0.452 -0.553  -0.010

Output
* max |F|: 0.2230 hartree/bohr
* energy above the lowest of the compared OMol25 structures with the same formula, charge and spin: 0.00 kcal/mol
* ⟨S²⟩: 2.0073
* lowest unoccupied orbital energy (spin up / spin down): 0.03702 / -0.04072 Eh
* total charge: 0
* HOMO level (spin up / spin down): -5.8767 / -9.9032 eV
* spin multiplicity: 3

---

# 3
CH2Cl2N2 | wB97M-V/def2-TZVPD

Each line ends with the Löwdin charge.
Cartesian coordinates (Å):
C: 1.075 -0.042 0.190  -0.401
N: 0.995 0.818 1.077  -0.377
N: 1.021 -0.949 -0.602  0.187
Cl: -3.424 -0.533 -0.273  0.294
Cl: 1.568 2.470 1.023  0.525
H: 1.252 -1.906 -0.686  0.072
H: -2.486 0.143 -0.730  -0.300

Output
* max |F|: 0.0353 hartree/bohr
* energy above the lowest of the compared OMol25 structures with the same formula, charge and spin: 31.46 kcal/mol
* lowest unoccupied orbital energy: -0.00999 Eh
* total charge: 0
* SMILES: N=C=NCl.Cl
* HOMO level: -9.9136 eV

---

# 4
C4H13NO3 | wB97M-V/def2-TZVPD

Each line ends with the Löwdin charge.
Cartesian coordinates (Å):
C: 0.347 -2.310 -0.439  -0.125
N: 0.840 -0.969 -0.677  -0.087
C: -0.050 0.134 -0.312  -0.328
C: 0.914 1.316 0.002  -0.227
O: 0.260 2.501 0.390  -0.078
C: -1.070 0.559 -1.388  -0.170
O: -2.001 1.499 -0.796  -0.100
H: -0.194 -2.318 0.500  0.072
H: 1.224 -2.972 -0.319  0.083
H: -0.296 -2.778 -1.191  0.072
H: 1.135 -0.852 -1.640  0.112
H: -0.518 -0.140 0.638  0.125
H: 1.512 1.528 -0.889  0.119
H: 1.643 0.991 0.745  0.112
H: -0.671 2.379 0.672  0.087
H: -1.750 -0.225 -1.718  0.118
H: -0.627 1.051 -2.265  0.131
H: -1.736 2.401 -1.058  0.092
H: -0.093 -0.438 2.605  0.009
H: 0.804 -0.380 3.858  0.031
O: 0.329 -0.976 3.284  -0.048

Output
* max |F|: 0.0314 hartree/bohr
* energy above the lowest of the compared OMol25 structures with the same formula, charge and spin: 50.36 kcal/mol
* lowest unoccupied orbital energy: 0.02714 Eh
* total charge: 0
* SMILES: CNC(CO)CO.O
* HOMO level: -8.9571 eV

---

# 5
C4H5N3 | wB97M-V/def2-TZVPD

Each line ends with the Löwdin charge.
Cartesian coordinates (Å):
C: -0.113 -0.299 -0.378  -0.268
C: 0.591 1.036 -0.170  -0.045
C: 1.883 0.549 0.135  -0.225
C: 0.878 -1.353 -0.226  -0.080
H: -3.250 -0.373 0.932  0.253
H: -1.931 1.100 0.054  0.126
H: 0.147 2.050 -0.448  0.098
H: 2.840 1.177 0.069  0.120
H: 0.721 -2.391 -0.075  0.093
N: -2.419 0.089 0.016  -0.051
N: -1.413 -0.798 -0.072  -0.041
N: 2.065 -0.788 0.161  0.020

Output
* max |F|: 0.1097 hartree/bohr
* energy above the lowest of the compared OMol25 structures with the same formula, charge and spin: 126.52 kcal/mol
* lowest unoccupied orbital energy: -0.03888 Eh
* total charge: 0
* HOMO level: -8.7494 eV

---

# 6
C6H22O5 | wB97M-V/def2-TZVPD

Each line ends with the Löwdin charge.
Cartesian coordinates (Å):
O: 0.512 -4.274 -0.873  -0.072
H: -0.254 -4.735 -0.518  0.024
H: 0.278 -3.331 -0.839  -0.009
O: -1.834 -1.357 2.157  -0.046
H: -2.260 -2.157 2.491  0.053
H: -2.249 -0.636 2.644  0.052
O: -0.356 -1.456 -0.391  -0.058
H: -0.019 -0.625 -0.043  0.040
H: -1.054 -1.708 0.234  0.017
C: 2.904 0.221 2.287  -0.069
C: 3.465 1.538 2.765  -0.499
C: 2.469 2.328 3.626  -0.063
O: 4.677 1.340 3.486  -0.049
H: 2.011 0.357 1.663  0.070
H: 2.643 -0.477 3.085  0.082
H: 3.582 -0.292 1.602  0.083
H: 3.663 2.149 1.880  0.137
H: 1.595 2.573 3.012  0.077
H: 2.863 3.236 4.070  0.075
H: 2.123 1.673 4.434  0.077
H: 4.502 0.868 4.304  0.085
C: -3.009 -0.748 -3.667  -0.052
C: -2.447 0.505 -2.984  -0.511
C: -1.412 1.191 -3.847  -0.066
O: -3.455 1.469 -2.713  -0.052
H: -3.351 -0.451 -4.660  0.081
H: -3.868 -1.076 -3.080  0.073
H: -2.273 -1.543 -3.749  0.079
H: -1.968 0.206 -2.045  0.116
H: -1.865 1.546 -4.776  0.083
H: -0.609 0.500 -4.111  0.082
H: -0.938 2.057 -3.383  0.077
H: -4.066 1.109 -2.063  0.084

Output
* max |F|: 0.0209 hartree/bohr
* energy above the lowest of the compared OMol25 structures with the same formula, charge and spin: 11.05 kcal/mol
* lowest unoccupied orbital energy: -0.00120 Eh
* total charge: 0
* SMILES: CC(C)O.CC(C)O.O.O.O
* HOMO level: -10.1511 eV